Entry from OMol25: a molecular structure, C19H17BrN6O2S2Ti (ωB97M-V with the def2-TZVPD basis set).

ORCA input file:
```
! wB97M-V def2-TZVPD RIJCOSX def2/J DEFGRID3
* xyz -2 3
Br -2.75 1.25 1.89
Ti -0.30 0.29 1.19
S 0.33 2.77 2.01
S 0.53 -3.71 -3.16
O 1.37 0.16 0.35
O -1.15 -1.23 1.67
N -0.98 0.68 -0.94
N -0.78 2.77 4.45
N 0.01 -2.26 -1.09
N -1.16 0.51 -3.18
N 0.79 0.11 2.83
N 0.22 0.79 3.88
C 3.13 -1.20 -0.43
C 4.20 -2.75 1.07
C -2.29 -1.91 1.24
C 4.06 -2.18 -0.20
C -0.28 -1.45 -2.17
C 3.38 -2.31 2.09
C -0.77 -0.14 -2.02
C 2.26 -0.76 0.59
C -1.82 3.06 -0.85
C -2.34 4.09 -1.64
C -0.10 2.01 3.51
C 0.43 -3.42 -1.43
C -2.50 3.96 -3.01
C 1.69 -0.76 3.02
C -0.07 -2.10 -3.42
C -1.48 1.86 -1.47
C -2.13 2.78 -3.66
C -1.61 1.77 -2.87
C 2.42 -1.32 1.89
H 3.49 -2.73 3.09
H -1.68 3.18 0.21
H 4.93 -3.52 1.25
H 3.00 -0.77 -1.41
H -1.35 2.18 5.04
H 0.71 -4.19 -0.72
H -1.32 3.47 3.98
H -2.01 -2.84 0.73
H -2.93 -2.16 2.09
H -2.23 2.67 -4.73
H 4.69 -2.51 -1.02
H -2.93 4.78 -3.59
H -2.62 5.02 -1.15
H 1.96 -1.04 4.04
H -2.89 -1.32 0.54
H -1.12 0.09 -4.09
H -0.04 -1.68 -4.41
*
```

The total energy is -147847.0607 eV. The relative energy (zero: lowest compared OMol25 entry of this formula, charge and spin) is 69.5 kJ/mol. Its lowest unoccupied orbital energy (spin up / spin down) is 4.385 / 4.352 eV.

Formally, the Löwdin partial charges of the atoms, in units of the elementary charge, are as follows: atom 1 (Br): 0.026, atom 2 (Ti): 0.587, atom 3 (S): 0.515, atom 4 (S): 0.814, atom 5 (O): -0.194, atom 6 (O): -0.466, atom 7 (N): 0.061, atom 8 (N): 0.027, atom 9 (N): 0.039, atom 10 (N): 0.134, atom 11 (N): -0.194, atom 12 (N): 0.003, atom 13 (C): -0.024, atom 14 (C): -0.140, atom 15 (C): -0.291, atom 16 (C): -0.118, atom 17 (C): -0.352, atom 18 (C): -0.076, atom 19 (C): -0.241, atom 20 (C): -0.334, atom 21 (C): -0.075, atom 22 (C): -0.123, atom 23 (C): -0.976, atom 24 (C): -0.498, atom 25 (C): -0.154, atom 26 (C): -0.068, atom 27 (C): -0.445, atom 28 (C): -0.229, atom 29 (C): -0.068, atom 30 (C): -0.208, atom 31 (C): -0.135, atom 32 (H): 0.098, atom 33 (H): -0.005, atom 34 (H): 0.075, atom 35 (H): 0.114, atom 36 (H): 0.071, atom 37 (H): 0.065, atom 38 (H): 0.046, atom 39 (H): 0.055, atom 40 (H): 0.059, atom 41 (H): 0.087, atom 42 (H): 0.088, atom 43 (H): 0.074, atom 44 (H): 0.085, atom 45 (H): 0.123, atom 46 (H): 0.035, atom 47 (H): 0.119, atom 48 (H): 0.015